Formula: C25H57ClN5O5
Source: the OMol25 dataset
Level of theory: ωB97M-V/def2-TZVPD

Properties
HOMO: -11.4 eV
calculated total energy: -57052.075 eV
gap between HOMO and LUMO: 0.3418 Ha
largest force on an atom: 1.50 eV/Å
net charge: +1
energy above the lowest of the compared OMol25 structures with the same formula, charge and spin: 0.3103 eV

Geometry (Å):
C  -0.137  -0.462  7.147
C  -0.990  0.005  5.954
C  -0.113  0.792  4.984
Cl  -0.041  2.520  5.433
N  -0.440  0.598  3.576
C  -1.833  0.482  3.180
C  -2.714  1.654  3.598
N  -2.211  2.912  3.017
C  0.619  0.540  2.765
N  1.889  0.704  3.162
C  2.643  0.578  2.085
C  4.118  0.715  2.039
O  4.570  0.632  0.705
C  4.826  -0.712  0.324
N  1.885  0.347  1.012
N  0.587  0.317  1.411
C  -0.419  0.036  0.390
C  -1.054  -1.355  0.537
C  -0.274  -2.440  -0.182
C  -1.081  -3.712  -0.321
O  -1.317  -4.301  0.963
H  0.417  -1.357  6.884
H  0.564  0.306  7.454
H  -0.793  -0.707  7.974
H  -1.386  -0.882  5.475
H  -1.774  0.627  6.364
H  0.892  0.436  5.142
H  -2.270  -0.426  3.591
H  -1.977  0.425  2.113
H  -2.880  1.685  4.668
H  -3.680  1.433  3.151
H  -2.963  3.335  2.489
H  -2.038  3.570  3.766
H  4.582  -0.056  2.655
H  4.388  1.673  2.469
H  5.615  -1.151  0.930
H  3.947  -1.355  0.419
H  5.128  -0.722  -0.715
H  2.211  0.238  0.064
H  -1.191  0.792  0.372
H  0.046  0.077  -0.587
H  -1.184  -1.602  1.584
H  -2.050  -1.290  0.106
H  0.671  -2.683  0.306
H  -0.032  -2.089  -1.188
H  -2.019  -3.503  -0.824
H  -0.554  -4.441  -0.933
H  -0.559  -4.870  1.099
C  6.436  1.139  -4.371
C  5.939  2.567  -4.229
O  4.898  2.724  -3.280
C  5.208  2.360  -1.950
C  6.350  3.150  -1.335
H  5.610  0.469  -4.616
H  7.179  1.079  -5.166
H  6.903  0.774  -3.455
H  5.517  2.900  -5.177
H  6.769  3.244  -4.002
H  5.406  1.283  -1.887
H  4.297  2.544  -1.378
H  7.294  2.970  -1.850
H  6.481  2.865  -0.291
H  6.142  4.219  -1.384
C  -2.412  1.830  -5.160
C  -1.612  2.406  -4.006
O  -0.923  1.430  -3.237
C  0.031  0.650  -3.937
C  1.161  1.456  -4.555
H  -3.118  1.080  -4.800
H  -2.970  2.623  -5.658
H  -1.774  1.357  -5.906
H  -2.286  2.900  -3.307
H  -0.914  3.172  -4.362
H  -0.462  0.030  -4.693
H  0.445  -0.037  -3.193
H  0.801  2.129  -5.333
H  1.893  0.788  -5.009
H  1.665  2.060  -3.799
C  -7.162  -3.229  -1.776
C  -6.382  -2.087  -1.149
O  -6.447  -2.050  0.265
C  -5.946  -3.189  0.940
C  -4.476  -3.464  0.676
H  -8.204  -3.201  -1.454
H  -7.131  -3.151  -2.863
H  -6.755  -4.203  -1.502
H  -6.802  -1.137  -1.480
H  -5.338  -2.103  -1.486
H  -6.552  -4.072  0.710
H  -6.089  -2.982  2.001
H  -4.292  -3.712  -0.370
H  -4.132  -4.303  1.281
H  -3.872  -2.588  0.923

Cartesian forces (eV/Å) of the 2 atoms listed first:
-0.333 -0.054 -0.365
0.619 0.121 0.641

These are the Mulliken partial charges, in e, on atoms 1 to 6: -1.4449 -0.3904 -0.6967 -0.1366 0.5897 -0.6523